*w*
Below is a cluster of 2 separate species, CH6S3 in total, with properties calculated with wB97M-V/def2-TZVPD.

* charge: +1
* LUMO (alpha / beta): -0.174 / -0.325 Ha
* Kohn-Sham gap (alpha / beta): 8.757 / 4.613 eV
* highest occupied orbital energy (alpha / beta): -13.5 / -13.4 eV
* multiplicity: 2
* <S²>: 0.754

The geometry in XYZ format:
```
10
Properties=species:S:1:pos:R:3:mulliken_spin:R:1
S -2.759 1.153 0.363 0.011
H -2.474 0.142 -0.470 -0.002
H -2.839 0.303 1.395 0.001
C 1.619 0.314 -0.849 -0.006
S 0.263 -0.839 -0.755 0.664
S -0.220 -1.027 1.173 0.232
H 1.165 1.281 -0.616 0.049
H 2.303 0.198 -0.002 0.021
H 2.091 0.226 -1.822 0.001
H 0.851 -1.751 1.583 0.030
```



*x*
Below is a cluster of 2 separate species, CH6S3 in total, with properties calculated with wB97M-V/def2-TZVPD.

* charge: +1
* LUMO (alpha / beta): -0.205 / -0.333 Ha
* Kohn-Sham gap (alpha / beta): 7.175 / 3.660 eV
* highest occupied orbital energy (alpha / beta): -12.8 / -12.7 eV
* multiplicity: 2
* <S²>: 0.755

The geometry in XYZ format:
```
10
Properties=species:S:1:pos:R:3:mulliken_spin:R:1
S 1.382 -0.408 -1.028 0.467
S 1.696 0.089 0.926 0.481
H 1.011 0.859 -1.307 0.002
H 2.289 1.257 0.593 0.002
C -1.621 0.808 0.966 0.021
S -2.172 -0.286 -0.348 0.013
H -0.678 0.343 1.261 0.000
H -2.255 0.921 1.837 0.000
H -1.352 1.810 0.624 0.000
H -3.494 -0.094 -0.369 0.013
```



*w* takes first place; second place is 46.6 kJ/mol up.



*w*
Below is an isolated molecule of H5N3S, with properties calculated with wB97M-V/def2-TZVPD.

* charge: 0
* LUMO: 0.031 Ha
* Kohn-Sham gap: 9.247 eV
* highest occupied orbital energy: -8.4 eV
* multiplicity: 1
* structure (SMILES): NNSN

The geometry in XYZ format:
```
9
Properties=species:S:1:pos:R:3:mulliken_charge:R:1
N 1.103 1.201 0.179 -0.478
N -0.299 1.129 -0.176 -0.324
S -1.069 -0.192 0.622 -0.032
N -0.793 -1.483 -0.197 -0.438
H 1.370 1.105 1.203 0.256
H 1.512 0.458 -0.368 0.233
H -0.678 2.030 0.233 0.267
H 0.132 -1.873 -0.154 0.243
H -1.127 -1.439 -1.128 0.274
```



*x*
Below is an isolated molecule of H5N3S, with properties calculated with wB97M-V/def2-TZVPD.

* charge: 0
* LUMO: 0.021 Ha
* Kohn-Sham gap: 8.938 eV
* highest occupied orbital energy: -8.4 eV
* multiplicity: 1
* structure (SMILES): NNSN

The geometry in XYZ format:
```
9
Properties=species:S:1:pos:R:3:mulliken_charge:R:1
N -1.394 -0.137 0.120 -0.428
N -0.514 -0.932 -0.624 -0.343
S 1.246 -0.868 0.060 0.032
N 1.160 0.908 -0.073 -0.613
H -1.734 -0.446 1.023 0.214
H -0.860 0.746 0.170 0.382
H -0.911 -1.869 -0.434 0.260
H 1.813 1.305 0.700 0.273
H 1.193 1.294 -0.940 0.223
```



*w* takes first place; second place is 61.2 kJ/mol up.



*w*
Below is a structure of composition C9H14N, with properties calculated with wB97M-V/def2-TZVPD.

* charge: +1
* LUMO: -0.176 Ha
* Kohn-Sham gap: 9.145 eV
* highest occupied orbital energy: -13.9 eV
* multiplicity: 1

The geometry in XYZ format:
```
24
Properties=species:S:1:pos:R:3:mulliken_charge:R:1
C 1.305 -1.601 -0.719 -0.474
C 0.463 -1.665 0.303 -1.351
C -3.552 -0.365 0.029 -0.931
C -1.179 1.412 -0.813 -0.343
C -2.212 -0.575 0.163 0.232
C 1.262 -0.076 -0.835 0.244
C 0.349 -0.180 0.392 1.295
C 2.633 0.577 -0.568 -1.500
C 0.559 0.554 1.599 -1.643
N -1.219 0.377 -0.081 0.037
H 1.931 -2.324 -1.246 0.462
H 0.207 -2.612 0.744 0.519
H -4.089 -1.188 0.334 0.303
H -4.129 0.532 -0.182 0.295
H -0.242 1.946 -0.691 0.295
H -2.040 1.782 -1.359 0.359
H -1.684 -1.489 0.372 0.336
H 0.612 0.358 -1.728 0.498
H 2.482 1.633 -0.369 0.360
H 3.239 0.585 -1.468 0.450
H 3.295 0.166 0.246 0.327
H -0.209 0.450 2.247 0.559
H 0.841 1.656 1.468 0.269
H 1.377 0.046 2.161 0.404
```



*x*
Below is a structure of composition C9H14N, with properties calculated with wB97M-V/def2-TZVPD.

* charge: +1
* LUMO: -0.135 Ha
* Kohn-Sham gap: 9.642 eV
* highest occupied orbital energy: -13.3 eV
* multiplicity: 1

The geometry in XYZ format:
```
24
Properties=species:S:1:pos:R:3:mulliken_charge:R:1
C 0.902 1.291 -0.854 -0.731
C 2.018 0.778 -0.464 -0.446
C -1.449 -1.339 -1.092 -0.822
C -2.254 -0.821 0.096 -0.537
C -0.504 1.128 -0.373 0.008
C 2.101 -0.327 0.496 -0.076
C 0.273 -0.958 0.884 -0.847
C -0.796 -0.381 -0.038 0.540
C -0.536 2.041 0.903 -1.149
N 1.385 -1.608 0.082 -0.170
H 0.809 2.199 -1.393 0.465
H 3.023 1.121 -0.895 0.355
H -1.377 -2.507 -1.155 0.297
H -1.611 -0.940 -2.120 0.267
H -2.966 0.001 -0.030 0.309
H -2.419 -1.600 0.969 0.231
H -1.106 1.409 -1.253 0.499
H 2.880 -0.435 1.280 0.441
H 0.154 -1.441 1.852 0.494
H -1.437 2.002 1.369 0.393
H -0.330 3.058 0.502 0.390
H 0.242 1.604 1.529 0.336
H 1.162 -1.743 -0.851 0.371
H 1.835 -2.531 0.557 0.383
```



*w* takes first place; second place is 63.4 kJ/mol up.



*w*
Below is a structure of composition CsH4O2, with properties calculated with wB97M-V/def2-TZVPD.

* charge: +1
* LUMO: -0.130 Ha
* Kohn-Sham gap: 12.457 eV
* highest occupied orbital energy: -16.0 eV
* multiplicity: 1

The geometry in XYZ format:
```
7
Properties=species:S:1:pos:R:3:mulliken_charge:R:1
Cs -0.868 -1.026 1.201 0.993
O 1.820 -1.226 0.070 -0.615
H 2.569 -1.445 0.623 0.316
H 2.114 -1.420 -0.820 0.309
O -1.887 1.469 -0.048 -0.621
H -1.496 1.298 -0.905 0.328
H -2.253 2.350 -0.122 0.290
```



*x*
Below is a structure of composition CsH4O2, with properties calculated with wB97M-V/def2-TZVPD.

* charge: +1
* LUMO: -0.144 Ha
* Kohn-Sham gap: 10.403 eV
* highest occupied orbital energy: -14.3 eV
* multiplicity: 1

The geometry in XYZ format:
```
7
Properties=species:S:1:pos:R:3:mulliken_charge:R:1
Cs 1.334 0.005 0.041 0.997
O 0.277 -4.345 2.693 -0.650
H -0.427 -3.883 3.149 0.322
H -0.119 -5.169 2.412 0.330
O -0.273 4.104 -2.638 -0.656
H -0.016 4.938 -2.243 0.328
H -0.776 4.350 -3.414 0.329
```



*w* takes first place; second place is 63.5 kJ/mol up.